The molecule C3H7NO2, computed with ωB97M-V/def2-TZVPD.

Properties
- Multiplicity: 1
- Structure (SMILES): CCNC(=O)O
- Largest force on an atom: 0.0244 Eh/bohr
- Orbital gap: 0.39402 Eh
- Energy: -8810.258 eV
- LUMO energy: 0.8 eV

Geometry as XYZ:
```
13
Properties=species:S:1:pos:R:3:forces:R:3
O 0.971887 1.554217 0.260811 0.2637 -0.1552 0.2420
O 1.417884 0.420353 -1.642634 -0.1490 0.1571 0.2053
N -0.141503 -0.366347 -0.221825 0.1143 -0.4572 0.2104
C -1.771821 -1.628395 1.107905 0.2328 0.2175 0.1805
C -1.063634 -0.277821 0.905689 0.1262 -0.2994 -0.1393
C 0.793095 0.580593 -0.434156 -0.8315 0.6076 -0.7145
H -1.736972 -1.995383 2.133405 0.0290 0.2726 0.0876
H -2.820201 -1.532268 0.837018 0.0047 -0.3283 -0.2146
H -1.254683 -2.390885 0.525460 -0.3026 -0.0794 -0.1713
H 1.673793 1.327226 -1.873417 0.3396 -0.2916 0.0157
H -0.368478 -1.008473 -0.965252 0.2091 0.1544 0.0078
H -0.482926 0.016642 1.774863 -0.0605 0.0925 0.0546
H -1.797603 0.499584 0.686657 0.0242 0.1094 0.2358
```
Positions in Å, forces in eV/Å.

***

The ion C3H5N2O2S with charge +1, computed with ωB97M-V/def2-TZVPD.

Properties
- Multiplicity: 1
- Largest force on an atom: 0.0859 Eh/bohr
- Charge: +1
- Orbital gap: 0.32613 Eh
- Energy: -21092.733 eV
- LUMO energy: -4.3 eV

Geometry as XYZ:
```
13
Properties=species:S:1:pos:R:3:forces:R:3
S 1.437090 -1.003726 0.409836 -0.5682 -0.1377 1.2833
O 2.799725 1.627388 0.016277 -0.3993 -0.2673 0.0353
O 1.827292 -1.652306 -0.812738 0.6296 -0.7111 -1.3227
N -1.545067 -1.789328 0.180729 -0.2867 -0.3198 0.0037
N -0.749872 0.423710 -0.001318 -0.6260 0.0312 -0.0881
C 1.771468 1.090123 0.082470 -2.5479 -2.1596 0.2124
C 0.297954 1.489422 -0.022688 -0.0367 1.1833 -0.1553
C -0.633661 -0.877266 0.214298 3.6714 2.4553 0.0472
H 0.179530 2.042008 -0.962344 -0.0439 -0.0052 0.1397
H -2.519270 -1.600097 -0.037262 0.1121 -0.0096 0.0047
H -1.667178 0.818530 -0.198739 0.0357 0.0164 -0.0078
H 0.086638 2.186693 0.800914 0.0970 -0.1022 -0.1723
H -1.284644 -2.755150 0.330559 -0.0372 0.0263 0.0200
```
Positions in Å, forces in eV/Å.

***

A cluster of 3 separate species, C21H33Cl3I2NO4 in total, computed with ωB97M-V/def2-TZVPD.

Properties
- Multiplicity: 1
- Largest force on an atom: 0.0273 Eh/bohr
- Charge: +1
- Orbital gap: 0.28423 Eh
- Energy: -85754.315 eV
- LUMO energy: -4.6 eV

Geometry as XYZ:
```
64
Properties=species:S:1:pos:R:3:forces:R:3
I 3.541256 2.653665 1.125214 -0.0102 -0.0168 -0.1751
I -0.614244 0.520209 2.962678 0.0996 0.1247 -0.1156
Cl 0.411276 4.670162 -1.508382 0.0431 -0.0046 -0.1133
Cl -0.585788 5.390345 1.709244 0.0660 0.0401 0.0646
Cl -1.634887 2.431948 -2.593959 -0.1045 0.0628 -0.0615
O -3.417485 -0.977388 -2.292293 0.4791 0.2506 0.3724
O -4.655560 -2.804937 -1.994004 -0.2047 -1.1175 -0.5407
O 1.816524 -0.803613 -3.960761 -0.1693 -0.2808 -0.2003
O -1.603469 -3.440312 5.119657 -0.0384 -0.1971 0.0675
N 0.435007 -0.547248 -1.129841 0.0530 0.4446 0.2950
C -1.144133 -0.562488 -2.960128 0.0124 -0.7708 1.1743
C 1.106777 -0.030697 -0.092171 -0.1207 0.2706 0.1329
C -4.291251 -1.768489 -1.565347 -0.1764 0.3220 0.1530
C -4.702467 -1.246353 -0.235621 -0.2125 0.4603 0.2393
C 1.677277 1.759862 1.442779 -0.3750 -0.0605 0.3288
C 4.211083 -0.568583 -3.682504 -0.0641 -0.1937 0.0125
C 0.122809 2.128128 -0.531780 -0.0303 0.0094 -0.2754
C 0.093603 3.589525 -0.137086 0.0221 -0.1311 -0.0371
C 1.206245 1.567238 2.672256 0.0833 -0.0105 -0.0196
C 2.996082 -0.203962 -4.518693 0.2495 0.3213 0.2639
C -0.569977 1.545024 -1.602723 0.3618 -0.4857 0.2970
C -2.109764 -1.547335 -2.267631 -0.3718 0.3505 -0.1741
C 0.946491 1.294583 0.243237 0.3758 -0.3230 -0.1984
C -0.417503 -4.147443 4.761882 0.1384 0.3179 -0.2416
C 0.809041 -3.392498 5.248875 0.0211 -0.0145 0.1457
C -1.118104 4.005036 0.705515 -0.2018 0.2998 -0.3325
C 2.810056 1.301347 -4.614152 -0.1825 -0.0224 -0.0660
C -2.397292 4.357102 -0.040131 -0.1461 0.2184 0.3274
C 1.851811 1.958400 3.954583 -0.4039 -0.0842 0.1005
C -0.406619 0.180009 -1.882222 -0.4855 0.4393 -0.8131
C -0.377359 -4.368655 3.256347 -0.0878 -0.1036 -0.0322
H 0.764629 -3.242110 6.327118 -0.0104 -0.0516 0.0076
H -1.264630 -4.908368 2.924834 0.0129 -0.0226 0.0263
H 4.325182 -1.651093 -3.620789 0.0162 0.0048 -0.0483
H 2.320250 1.080299 4.389604 0.2116 -0.0823 0.1364
H -1.692512 0.109576 -3.595309 -0.0712 0.0589 -0.2984
H 5.122381 -0.147740 -4.105567 0.0058 0.0219 0.0147
H 0.506119 -4.936231 2.960508 0.0088 0.0137 -0.0055
H 0.958952 3.727823 0.493762 0.0841 0.0728 0.1365
H 4.099618 -0.188447 -2.660881 0.0186 0.0970 -0.0321
H 0.852222 -2.401608 4.785194 0.0171 -0.0169 -0.0948
H 1.741383 -0.685584 0.478692 0.1072 -0.1705 0.0079
H -4.903461 -0.180128 -0.247217 0.0534 0.1513 -0.0930
H 1.932024 1.543622 -5.213807 0.0291 -0.0145 -0.0380
H -2.902753 5.137706 0.514887 -0.1476 0.0930 0.1092
H -3.925935 -1.431717 0.502979 0.2422 -0.0152 0.0144
H -2.089134 -2.530079 -2.729879 -0.1652 -0.0461 -0.2813
H 2.573276 2.752153 3.824637 0.2377 0.0813 -0.0769
H -0.477968 -5.110403 5.268103 -0.1031 0.0052 0.0519
H -1.835012 -1.680278 -1.217308 0.1557 -0.1332 0.1134
H -5.587114 -1.777165 0.085104 -0.1614 -0.1216 0.0498
H 1.710048 -0.454413 -3.074307 0.3020 0.2416 0.0383
H -0.441402 -1.163728 -3.524073 0.2758 0.1900 -0.3630
H -2.224142 4.743731 -1.033894 0.1232 0.0132 -0.1900
H -1.571507 -2.587562 4.675468 -0.0179 0.0753 0.0301
H -3.081588 3.515394 -0.068787 0.0304 -0.2383 -0.2009
H 3.679510 1.779111 -5.064049 0.0132 0.0160 0.0199
H 1.093508 2.294687 4.654108 -0.0523 0.0735 0.1313
H -0.361787 -3.404459 2.734175 0.0720 0.0192 0.0421
H -1.339078 3.211250 1.402060 0.1341 -0.3071 0.3144
H 1.728829 -3.928444 5.010513 0.0027 0.0139 -0.0144
H 0.543885 -1.534300 -1.333830 -0.0186 -0.0383 -0.1083
H 3.098255 -0.626122 -5.517217 -0.1206 -0.0873 -0.0004
H 2.658514 1.732048 -3.617668 0.0945 -0.0124 0.0226
```
Positions in Å, forces in eV/Å.

***

A structure of composition C13H7AuBNO7, computed with ωB97M-V/def2-TZVPD.

Properties
- Multiplicity: 1
- Largest force on an atom: 0.0242 Eh/bohr
- Orbital gap: 0.28558 Eh
- Energy: -33786.317 eV
- LUMO energy: -1.5 eV

Geometry as XYZ:
```
30
Properties=species:S:1:pos:R:3:forces:R:3
Au -0.992060 2.147525 -0.093469 0.9550 -0.7653 0.2340
O -1.505655 -0.268211 -1.820716 0.0594 0.1243 -0.0063
O 0.119665 2.428348 -1.778441 -0.1681 -0.2502 -0.1273
O -2.192701 -0.574206 0.345137 0.0406 0.1170 0.0753
O 2.201415 2.277355 -2.568782 -0.0331 0.0065 -0.0199
O -1.309961 1.981869 1.904816 -0.2104 -0.2666 -0.0436
O -0.287447 1.475174 3.821522 -0.0447 0.0111 -0.0063
O 4.694963 1.476282 2.094925 -0.0132 0.0143 0.0060
N 1.034115 2.187430 0.695067 -0.2292 0.7887 -0.0076
C -2.882226 -2.948162 0.086862 0.0081 0.0365 0.0222
C -2.954631 -3.973126 -0.853180 0.0022 -0.0072 -0.0197
C 2.396964 1.649293 2.486128 0.0263 -0.0734 -0.0762
C -2.028760 -2.567633 -2.607038 0.0163 0.0386 -0.0059
C 3.279459 1.930997 0.208535 -0.0333 -0.0815 0.0463
C 1.436525 2.291668 -1.640509 0.1890 0.1797 0.0773
C -2.378207 -1.749738 -0.360534 0.0225 -0.0643 -0.0794
C -1.963647 -1.564878 -1.668611 -0.0190 -0.0801 0.0631
C -0.230040 1.757529 2.654925 0.1884 0.1701 0.1248
C -2.538051 -3.787394 -2.168345 -0.0073 -0.0085 0.0157
C 3.469415 1.704590 1.580338 0.0268 -0.0162 0.0129
C 1.982015 2.160214 -0.207368 0.0210 -0.0318 0.0060
C 1.141490 1.889450 1.968955 0.0196 -0.0308 0.0064
B -1.671886 0.294469 -0.580413 -0.7363 0.1943 -0.2596
H 4.104333 1.896420 -0.491555 -0.0311 0.0023 -0.0406
H -2.611382 -4.609347 -2.867314 -0.0004 0.0002 -0.0019
H -3.202101 -3.078235 1.110850 -0.0006 -0.0024 0.0021
H 2.569603 1.398876 3.522671 -0.0478 -0.0027 0.0080
H 5.364930 1.519112 1.403375 -0.0006 -0.0004 -0.0054
H -3.344388 -4.936208 -0.553003 -0.0016 -0.0001 0.0013
H -1.701751 -2.409462 -3.624827 0.0011 -0.0022 -0.0015
```
Positions in Å, forces in eV/Å.

***

A structure of composition C6H14O, computed with ωB97M-V/def2-TZVPD.

Properties
- Multiplicity: 1
- Largest force on an atom: 0.0068 Eh/bohr
- Orbital gap: 0.33622 Eh
- Energy: -8493.101 eV
- LUMO energy: 1.0 eV

Geometry as XYZ:
```
21
Properties=species:S:1:pos:R:3:forces:R:3
O 0.041937 -0.444745 2.443392 0.1487 0.0616 -0.1138
C -0.834168 0.513491 -0.778631 -0.0323 -0.0535 -0.0486
C -1.369348 0.529857 1.718971 -0.0209 0.1674 -0.1894
C -0.606625 1.020014 0.633544 -0.2809 0.2037 -0.0126
C -0.027107 -1.838632 2.244469 0.0086 -0.2524 0.0300
C 0.196823 0.011036 -3.052486 -0.0246 -0.0173 -0.0506
C 0.442666 0.482345 -1.621241 0.0456 0.0205 0.0130
H 1.120355 0.007349 -3.641243 -0.1314 -0.0031 0.0907
H 0.887625 1.486961 -1.635112 -0.0644 -0.1377 0.0155
H -1.261298 -0.500572 -0.741879 0.0605 0.1445 -0.0023
H 0.957399 -2.288938 2.412480 -0.1369 0.0372 -0.0247
H -2.077962 -0.285920 1.572879 0.1340 0.1005 0.0190
H -1.579377 1.136405 -1.299293 0.1152 -0.0918 0.0628
H -0.353966 -2.088143 1.220104 0.0444 0.0552 0.1478
H -0.269360 2.054426 0.716157 -0.0385 -0.1409 -0.0025
H -0.522047 0.663008 -3.563183 0.1018 -0.0835 0.0752
H -0.213867 -1.005975 -3.067460 0.0605 0.1400 0.0093
H -1.547542 1.135853 2.602774 0.0553 -0.1009 -0.1339
H 1.178847 -0.169694 -1.131009 -0.1072 0.0901 -0.0637
H -0.733503 -2.282007 2.955185 0.0953 0.0286 -0.0984
H 0.283331 0.191411 1.417007 -0.0330 -0.1681 0.2774
```
Positions in Å, forces in eV/Å.

***

A structure of composition C13H18AlClF7KN3O18SV, computed with ωB97M-V/def2-TZVPD.

Properties
- Multiplicity: 1
- Largest force on an atom: 0.1281 Eh/bohr
- Orbital gap: 0.03524 Eh
- Energy: -146052.255 eV
- LUMO energy: -7.3 eV

Geometry as XYZ:
```
64
Properties=species:S:1:pos:R:3:forces:R:3
V 3.915490 -5.050728 3.328374 -3.7354 -1.5716 1.7239
K 7.370309 -4.186686 2.241436 2.6076 0.0384 -0.5765
Cl -1.647280 0.372430 -6.148590 0.2556 0.0912 -0.3483
S 0.760622 -4.282910 7.380857 0.1178 1.1802 0.4887
Al -4.408742 1.616351 -1.536780 -2.0884 -2.3574 -0.8720
F -1.259709 -5.966284 7.938493 0.7207 0.5453 -0.2129
F -3.767615 5.114478 -0.438821 -1.6502 -4.2498 -1.3389
F -5.261832 3.331399 -0.397905 2.4586 1.0599 -1.5822
F -0.513400 -6.142193 5.916547 0.4206 0.6024 0.5581
F -1.444397 4.865423 -1.424752 0.2561 -2.1083 -0.2648
F -3.886439 3.795143 -2.293324 -0.8179 -0.7320 3.3519
F 0.623591 -6.962025 7.563603 0.0076 0.8937 -0.0670
O 5.350561 -4.134671 2.918662 -2.9642 -0.8218 0.9448
O -6.408210 6.050383 -3.671382 0.0892 -0.2761 -0.0710
O 2.499435 -5.964378 3.731564 4.0486 2.2708 -1.5061
O -5.302570 5.123577 -5.249512 -0.1902 -0.1138 0.2840
O -6.409293 3.917180 -3.869019 0.0918 -0.1993 0.1655
O -0.907638 0.393087 -3.011314 0.6989 0.1550 0.5653
O -0.187995 -3.265904 6.941495 0.3473 -0.8686 0.0339
O 4.709887 -3.055867 -1.214929 0.2309 -0.2203 0.1308
O 0.954238 1.142085 -1.965761 -0.3045 -0.1435 -0.4005
O 1.123874 -0.500883 -3.486216 -0.7899 0.7358 0.6056
O 1.934823 -4.388051 6.517919 -0.3142 -0.2858 0.1181
O 1.655933 3.061830 -0.120747 0.0155 0.0255 0.2862
O -2.849093 0.806503 -5.466066 0.0868 -0.0627 0.1486
O -1.922684 0.215888 -7.558361 0.0870 -0.0121 0.4416
O -0.606580 1.360739 -5.966669 -0.2297 -0.1521 0.0509
O -1.213693 -0.893892 -5.599809 -0.2366 0.1368 -0.1772
O 1.093349 -4.187764 8.796640 -0.2352 -0.4524 -0.8579
O -2.990207 2.971479 -0.216126 -2.1615 0.3347 -3.4512
N -6.039906 5.032143 -4.264261 0.1079 0.4199 -0.1876
N -2.968011 0.640176 3.201302 2.9709 3.3649 -1.4623
N -1.213863 1.402311 -0.322949 -3.9158 2.6051 0.5901
C 2.447863 -0.056403 -3.189657 1.0026 -0.5815 -0.1822
C 3.420490 -1.214434 -3.163032 -0.3279 -0.2847 -0.3748
C -0.132542 -5.902290 7.192397 -0.8334 -1.5551 -0.2748
C 4.891452 -3.326521 0.164549 -0.1741 0.0115 -0.5152
C -3.972873 3.785297 -0.883492 2.3735 5.7647 2.1267
C -1.363749 2.635592 3.464591 -0.1774 -0.9596 -1.6839
C 0.278980 0.346339 -2.841725 -0.7246 -0.4915 -0.8174
C -2.045738 2.314412 -1.134708 2.7885 -2.2179 3.5902
C -2.549608 0.652057 1.850747 0.8648 -0.0108 -0.3747
C -1.527645 1.551424 1.112689 0.5442 1.2561 3.2882
C -0.832292 2.671087 1.997570 -3.9687 -2.9384 2.0612
C -2.393123 1.637601 4.033898 1.5823 0.5058 -3.3707
C 2.265868 0.601847 -1.853458 0.6022 0.2303 0.2179
H 4.855377 -2.387199 0.716210 -0.0185 -0.1052 -0.0802
H -2.562312 1.640147 -1.941418 1.6264 0.6661 0.2119
H 4.745619 -3.901890 -1.680984 -0.0705 0.2625 -0.0230
H 2.998960 1.388660 -1.670743 -0.1924 -0.0375 0.0086
H 0.871693 2.504145 -0.182624 0.2599 0.0018 -0.2303
H -2.688204 1.694116 5.135182 0.4219 -0.2251 -1.8786
H 1.973334 3.117054 -1.029520 -0.2250 0.2303 0.1186
H 2.280979 -0.101026 -1.014138 0.0637 -0.0608 -0.1311
H 4.410951 -0.890449 -2.837174 -0.1187 0.0197 0.0016
H -0.950217 3.429713 4.187610 -0.6443 -1.4420 -1.3129
H -3.045328 -0.150972 1.183993 0.8755 1.4038 1.3183
H 5.863596 -3.802119 0.321907 -0.1435 -0.0477 0.0367
H 4.093012 -3.984124 0.516892 0.1167 -0.0137 0.2252
H -0.079198 3.422266 1.594355 -1.1330 -1.1715 0.6033
H 3.508326 -1.659161 -4.157841 0.0470 0.1574 0.0369
H 3.070027 -2.005547 -2.497119 0.0296 0.2758 0.0336
H 2.741751 0.667043 -3.958436 -0.1176 0.0506 0.1048
H -1.358404 3.092967 -1.690121 -0.3151 1.4744 0.1544
```
Positions in Å, forces in eV/Å.